(1)
20
Properties=species:S:1:pos:R:3 method="wB97M-V/def2-TZVPD" max_force_ha_per_bohr=0.0412 charge=+1 multiplicity=1 energy_ev=-9379.3152 e_above_lowest_kcal_mol=52.31
C 1.24 0.07 -1.07
C 0.20 -1.04 -1.08
C -1.23 -0.59 -1.06
C -1.90 -0.26 0.08
N -2.96 0.61 0.12
N 0.95 1.01 0.10
H 2.28 -0.21 -0.89
H 1.33 0.50 -2.07
H 0.37 -1.85 -0.37
H 0.31 -1.60 -2.01
H -1.88 -0.67 -1.93
H -1.70 -0.81 1.00
H -3.12 1.09 -0.75
H -3.82 0.30 0.55
H 1.17 1.98 -0.11
H 1.31 0.71 1.01
H -0.08 0.99 0.16
H 2.58 -0.62 2.23
H 2.53 0.14 3.53
O 2.42 0.25 2.57

---

(2)
8
Properties=species:S:1:pos:R:3 method="wB97M-V/def2-TZVPD" max_force_ha_per_bohr=0.0759 charge=0 multiplicity=1 energy_ev=-87402.8384 e_above_lowest_kcal_mol=47.11
C -0.40 0.27 -0.69
C 0.59 0.04 0.32
F 1.57 -0.80 0.08
Cl -0.72 -1.68 1.73
Br 0.97 1.32 1.58
H -1.32 0.61 -0.37
H 0.08 0.79 -1.43
H -0.78 -0.56 -1.22

---

(3)
14
Properties=species:S:1:pos:R:3 method="wB97M-V/def2-TZVPD" max_force_ha_per_bohr=0.0191 charge=0 multiplicity=1 energy_ev=-8726.9004 e_above_lowest_kcal_mol=110.20
C 2.69 0.27 0.15
N 1.46 -0.52 0.35
C 0.31 0.06 -0.27
C -0.81 -0.62 -0.15
C -2.93 0.08 -0.03
N -1.96 -0.99 -0.25
N 1.40 -1.62 0.89
H 3.50 -0.33 0.56
H 2.58 1.23 0.66
H 2.82 0.44 -0.92
H 0.36 0.94 -0.91
H -3.92 -0.34 -0.03
H -2.73 0.69 0.86
H -2.80 0.71 -0.91

---

(4)
15
Properties=species:S:1:pos:R:3 method="wB97M-V/def2-TZVPD" max_force_ha_per_bohr=0.0235 charge=+1 multiplicity=1 energy_ev=-11226.8757 e_above_lowest_kcal_mol=90.33
O -0.63 -0.63 -0.16
C -0.05 0.44 0.12
O 1.21 0.70 0.13
Sr 4.54 1.12 -0.52
O -0.78 1.50 0.37
C -2.20 1.34 0.51
H -2.41 0.63 1.32
H -2.58 2.33 0.76
H -2.63 0.98 -0.42
C -0.08 -2.05 -0.18
H 0.24 -2.21 0.86
H -1.02 -2.58 -0.38
C 2.21 -0.16 -0.61
H 1.85 -0.26 -1.64
H 2.34 -1.15 -0.17

---

(5)
147
Properties=species:S:1:pos:R:3 method="wB97M-V/def2-TZVPD" max_force_ha_per_bohr=0.0696 charge=-1 multiplicity=1 energy_ev=-117613.4425
O -2.28 0.39 0.07
C -1.25 -0.57 0.22
O -1.54 -1.40 1.21
O -0.22 -0.61 -0.51
H -2.53 -0.23 0.90
C -1.09 7.59 3.21
C -0.81 6.30 2.47
O -1.94 5.49 2.11
P -2.57 4.59 3.26
O -3.07 5.35 4.39
O -3.63 3.74 2.47
C -3.29 3.20 1.16
C -4.01 3.96 0.08
O -1.40 3.57 3.59
C -1.56 2.54 4.61
C -1.43 1.16 4.01
H -1.98 8.03 2.77
H -1.27 7.44 4.28
H -0.23 8.25 3.09
H -0.37 6.54 1.49
H 0.00 5.70 2.89
H -2.22 3.29 0.95
H -3.49 2.14 1.18
H -3.92 3.46 -0.88
H -5.09 3.95 0.29
H -3.72 4.99 -0.06
H -0.80 2.75 5.37
H -2.49 2.68 5.17
H -0.43 0.82 3.80
H -1.86 0.44 4.72
H -2.09 1.09 3.14
C 1.52 3.23 -0.25
C 2.02 2.71 1.08
O 2.56 3.76 1.92
P 3.73 3.33 2.90
O 4.85 2.72 2.20
O 2.96 2.48 3.99
C 3.52 1.19 4.37
C 3.26 0.16 3.29
O 4.09 4.65 3.70
C 4.56 5.74 2.92
C 5.15 6.80 3.83
H 1.26 2.42 -0.93
H 0.68 3.88 0.01
H 2.35 3.80 -0.67
H 1.22 2.26 1.69
H 2.73 1.90 0.91
H 4.60 1.28 4.53
H 3.04 0.95 5.32
H 3.54 -0.79 3.75
H 2.22 0.12 2.96
H 3.89 0.39 2.43
H 5.29 5.37 2.19
H 3.79 6.20 2.30
H 5.56 7.61 3.25
H 4.33 7.22 4.41
H 5.85 6.32 4.51
C 4.15 -0.19 -6.03
C 3.52 -1.56 -6.11
O 2.80 -1.93 -4.96
C 2.26 -3.16 -4.95
O 2.45 -4.01 -5.76
O 1.52 -3.36 -3.87
C 1.19 -2.33 -2.93
H 4.87 -0.12 -5.21
H 3.36 0.55 -5.93
H 4.75 -0.03 -6.93
H 4.32 -2.24 -6.42
H 2.86 -1.57 -6.98
H 0.27 -1.82 -3.20
H 1.94 -1.59 -2.71
H 0.95 -2.89 -2.04
C 7.52 -4.92 0.35
C 6.68 -3.96 1.16
O 5.33 -4.11 0.73
C 4.40 -3.34 1.31
O 4.62 -2.61 2.23
O 3.27 -3.47 0.61
C 2.16 -2.57 0.81
H 7.05 -5.20 -0.59
H 7.63 -5.90 0.84
H 8.55 -4.60 0.20
H 6.94 -2.93 0.92
H 6.81 -4.10 2.24
H 1.37 -3.14 1.28
H 1.77 -2.22 -0.14
H 2.37 -1.68 1.39
C -0.65 -4.78 2.85
C -0.55 -3.51 3.67
O -0.76 -3.77 5.06
C -1.96 -4.13 5.47
O -2.93 -4.23 4.78
O -1.84 -4.39 6.76
C -3.01 -4.95 7.35
H -0.43 -4.64 1.79
H -1.57 -5.32 3.06
H 0.20 -5.38 3.20
H -1.25 -2.74 3.35
H 0.46 -3.12 3.61
H -3.66 -4.13 7.67
H -2.70 -5.49 8.24
H -3.52 -5.64 6.70
C 4.78 3.50 -4.52
C 3.42 3.70 -5.19
O 2.46 2.77 -4.70
C 1.43 3.22 -3.98
O 1.19 4.34 -3.70
O 0.67 2.19 -3.72
C -0.59 2.32 -3.10
H 5.03 2.45 -4.63
H 4.59 3.66 -3.45
H 5.55 4.19 -4.86
H 3.51 3.56 -6.27
H 3.08 4.72 -5.03
H -1.01 1.42 -2.68
H -1.32 2.66 -3.85
H -0.56 3.11 -2.34
C -7.45 -4.11 -2.98
C -6.87 -5.38 -2.38
O -5.59 -5.00 -1.82
C -5.38 -4.82 -0.55
O -6.20 -4.79 0.30
O -4.09 -4.62 -0.39
C -3.55 -4.19 0.85
H -7.03 -3.87 -3.95
H -7.31 -3.24 -2.34
H -8.55 -4.13 -3.06
H -6.56 -6.02 -3.20
H -7.42 -5.87 -1.57
H -2.48 -4.35 0.87
H -3.94 -4.75 1.71
H -3.77 -3.13 1.00
C -2.97 -2.28 -2.62
C -3.05 -2.53 -4.12
O -4.37 -2.47 -4.66
C -4.75 -1.42 -5.30
O -4.16 -0.38 -5.41
O -5.90 -1.69 -5.88
C -6.48 -0.71 -6.70
H -1.92 -2.11 -2.42
H -3.34 -3.12 -2.03
H -3.57 -1.37 -2.48
H -2.62 -3.49 -4.39
H -2.45 -1.77 -4.63
H -7.31 -1.16 -7.23
H -5.76 -0.29 -7.40
H -6.89 0.11 -6.11

---

(6)
96
Properties=species:S:1:pos:R:3 method="wB97M-V/def2-TZVPD" max_force_ha_per_bohr=0.0587 charge=+1 multiplicity=1 energy_ev=-48876.5055
C 3.24 -5.69 0.82
C 1.75 -5.24 0.92
C 1.30 -3.87 0.38
N -0.01 -3.94 0.39
C -0.59 -5.24 0.83
C 0.61 -6.16 0.39
H 3.40 -6.63 0.27
H 3.81 -4.84 0.38
H 3.59 -5.85 1.86
H 1.50 -5.17 2.01
H 1.93 -3.02 0.06
H -0.61 -3.18 0.11
H -1.44 -5.41 0.15
H -0.76 -5.29 1.92
H 0.59 -7.20 0.78
H 0.67 -6.21 -0.71
C -0.12 0.56 3.09
C 0.54 -0.71 2.65
O 1.42 -0.72 1.81
C 0.06 -1.99 3.30
H 0.31 1.40 2.55
H -1.19 0.51 2.87
H 0.04 0.71 4.16
H -1.00 -2.13 3.08
H 0.22 -1.94 4.38
H 0.62 -2.83 2.89
C 5.20 -3.94 3.38
C 5.58 -4.36 4.78
O 4.74 -4.80 5.54
C 7.02 -4.22 5.19
H 4.14 -4.10 3.23
H 5.42 -2.88 3.24
H 5.76 -4.54 2.66
H 7.32 -3.17 5.13
H 7.65 -4.83 4.54
H 7.14 -4.55 6.22
C -4.75 1.59 3.27
C -4.15 0.24 3.56
O -3.08 -0.09 3.09
C -4.92 -0.69 4.46
H -4.08 2.14 2.61
H -5.71 1.46 2.78
H -4.87 2.15 4.20
H -5.89 -0.91 4.02
H -5.05 -0.23 5.44
H -4.37 -1.62 4.58
C -1.90 2.50 -0.91
C -1.82 3.42 0.27
O -2.82 3.85 0.81
C -0.44 3.79 0.77
H -2.94 2.31 -1.16
H -1.41 2.96 -1.76
H -1.42 1.54 -0.67
H 0.11 4.30 -0.02
H 0.09 2.89 1.08
H -0.53 4.46 1.62
C -2.24 6.37 -2.41
C -2.84 5.28 -3.26
O -2.80 4.12 -2.92
C -3.51 5.69 -4.55
H -1.80 5.93 -1.52
H -1.46 6.88 -2.97
H -3.01 7.08 -2.11
H -2.78 6.18 -5.20
H -4.33 6.37 -4.34
H -3.90 4.81 -5.05
C -4.80 -3.68 1.61
C -4.48 -4.54 2.80
O -4.22 -4.05 3.88
C -4.50 -6.04 2.61
H -4.74 -2.63 1.89
H -4.07 -3.87 0.81
H -5.80 -3.90 1.25
H -3.76 -6.33 1.86
H -5.50 -6.36 2.29
H -4.25 -6.53 3.55
C 1.40 2.66 -4.26
C 1.47 3.58 -3.07
O 0.47 4.00 -2.54
C 2.84 3.96 -2.57
H 0.36 2.47 -4.51
H 1.90 3.12 -5.12
H 1.88 1.71 -4.02
H 3.39 4.47 -3.35
H 3.38 3.06 -2.25
H 2.74 4.62 -1.71
C 4.40 4.32 -8.33
C 3.22 4.68 -7.47
O 2.65 3.85 -6.79
C 2.76 6.12 -7.49
H 4.62 3.26 -8.22
H 4.18 4.53 -9.37
H 5.28 4.89 -8.01
H 2.47 6.40 -8.50
H 3.56 6.77 -7.14
H 1.90 6.23 -6.83

---

(7)
8
Properties=species:S:1:pos:R:3 method="wB97M-V/def2-TZVPD" smiles=c1ncnnn1 max_force_ha_per_bohr=0.0751 charge=0 multiplicity=1 energy_ev=-8061.6980 e_above_lowest_kcal_mol=102.25
C 1.13 -0.08 -0.36
N 0.81 -0.33 0.91
C -0.46 0.10 1.10
N -1.38 0.07 0.14
N -1.01 -0.02 -1.11
N 0.22 0.28 -1.34
H 1.53 -0.40 -1.43
H -0.83 0.38 2.09

---

(8)
16
Properties=species:S:1:pos:R:3 method="wB97M-V/def2-TZVPD" smiles="OSN1CC1.C=C" max_force_ha_per_bohr=0.0685 charge=0 multiplicity=1 energy_ev=-18662.9432 e_above_lowest_kcal_mol=105.69
O 0.22 0.96 2.40
S 1.05 -0.38 1.81
N -0.07 -1.63 1.96
C -1.50 -1.61 1.51
C -1.06 -1.86 2.96
H -0.11 0.80 3.27
H -1.63 -2.58 0.91
H -1.74 -0.59 1.12
H -1.35 -1.05 3.71
H -1.14 -2.83 3.29
C 1.03 1.48 -2.04
C 2.14 2.00 -2.63
H 0.19 1.50 -2.76
H 0.92 1.17 -1.01
H 1.97 2.50 -3.62
H 3.13 2.14 -2.14